(1)
Entry from OMol25: a cluster of 2 separate species, C2H4N2O3S in total (ωB97M-V/def2-TZVPD).

The geometry in XYZ format:
```
12
Properties=species:S:1:pos:R:3:lowdin_charge:R:1
C -4.3599 -0.2686 -0.9843 -0.306
N 2.6261 1.8059 0.7859 0.035
O -0.1057 -1.8004 1.4400 -0.481
H -4.4687 -0.9259 -1.8774 -0.298
O 1.0183 -2.3881 -0.6902 -0.498
C 1.5243 0.9858 0.0697 -0.739
H 3.3732 1.9796 0.1376 0.021
O 0.8596 1.5991 -0.7844 -0.076
H 2.9053 1.2111 1.5423 0.013
H -5.2000 -0.6998 -0.3540 -0.285
S 0.3168 -1.3102 0.0926 0.752
N 1.5108 -0.1884 0.6222 -0.139
```

Values from the calculation:
Orbital gap (alpha / beta) = 5.58 / 3.06 eV
LUMO energy (alpha / beta) = 6.250 / 4.517 eV
F_max = 3.6 eV Å⁻¹
Molar mass = 136.13 g mol⁻¹
Electronic energy = -22090.7417 eV
HOMO (alpha / beta) = 0.673 / 1.452 eV
Energy relative to the best compared isomer or geometry (same formula, charge and spin) = 2.762 eV
Net charge = -2


(2)
Entry from OMol25: a structure of composition C16H19BrN3O3Si2 (ωB97M-V/def2-TZVPD).

The geometry in XYZ format:
```
44
Properties=species:S:1:pos:R:3:lowdin_charge:R:1
C -0.8835 1.0439 -0.0632 -0.096
H 0.3372 1.1066 -3.6379 0.101
H -1.5119 0.3778 3.1816 0.103
H 1.0421 -3.4587 3.6693 -0.029
O 0.1764 -4.6788 1.4662 -0.501
H 2.1218 -3.0382 1.6135 -0.036
H 0.3332 7.2396 0.7239 0.102
H -0.3163 7.6627 3.0966 0.097
N -0.9122 -1.0176 1.8104 0.078
C -0.0302 5.6059 3.6489 -0.159
O 3.2784 -6.0444 1.8704 -0.114
O 3.1415 -5.5031 4.0108 -0.138
H -0.4147 1.7577 -5.9215 0.098
Br -2.3900 -5.1685 3.3979 0.205
H -1.5229 2.2837 1.5781 0.087
C -0.3421 0.7152 -5.6437 -0.078
H -1.3661 -6.6060 0.9748 -0.064
C -0.6606 -0.2903 -6.5407 -0.088
C 0.3238 6.4341 1.4474 -0.090
C -0.0366 6.6727 2.7630 -0.082
C -0.1259 -1.8611 -4.8356 -0.143
H 0.9044 3.1289 1.7920 0.100
N 0.2999 4.3629 3.3082 0.063
C -0.5366 -0.2447 -0.4299 -0.064
C 0.6425 4.1512 2.0396 -0.161
C 0.6723 5.1474 1.0743 -0.072
H -0.8726 1.8468 -0.7918 0.095
H -0.0274 -2.8776 -4.4715 0.109
C 0.0750 0.3520 -4.3725 -0.156
Si -0.6941 -5.9108 2.0888 0.074
C -1.2445 1.2910 1.2506 -0.100
C 2.8033 -5.4070 2.8101 -0.915
H -0.3025 5.7472 4.6893 0.101
N 0.1857 -0.9084 -3.9609 0.057
H -0.9896 -0.0502 -7.5438 0.102
C -0.5505 -1.6080 -6.1315 -0.075
H -0.3061 -2.2612 0.2995 0.092
Si 1.4729 -4.1091 2.4128 0.547
H -0.7880 -2.4239 -6.7999 0.100
C -0.5686 -1.2368 0.5413 -0.139
C -1.2400 0.2289 2.1420 -0.151
H 0.9611 4.9174 0.0580 0.100
H -0.2468 -0.4807 -1.4457 0.072
H 0.1087 -6.8885 2.8308 -0.030
```

Values from the calculation:
Orbital gap = 5.88 eV
LUMO energy = 2.024 eV
F_max = 1.7 eV Å⁻¹
Molar mass = 437.42 g mol⁻¹
Electronic energy = -113314.7412 eV
HOMO = -3.859 eV
Net charge = -1


(3)
Entry from OMol25: a cluster of 7 separate species, C40H69FN4O14P in total (ωB97M-V/def2-TZVPD).

The geometry in XYZ format:
```
129
Properties=species:S:1:pos:R:3:lowdin_charge:R:1
H -6.1978 5.2751 3.6620 0.126
H 5.5274 2.5536 -1.5249 0.102
O 3.0047 1.4943 -6.5798 0.120
H -2.9207 -0.2965 -1.2065 0.037
N -0.5021 1.3625 -2.6668 0.138
O 1.7765 6.0145 -1.1765 0.119
H 1.6614 3.4269 -1.9885 0.085
H 2.5759 3.2652 -4.6107 0.098
C -1.0780 -1.7081 0.4834 -0.181
C 1.1231 -0.1187 5.7872 -0.166
H -2.3759 -0.2595 3.4478 0.132
O 3.2591 -0.9446 6.4224 -0.168
P -3.3529 -0.2449 0.1279 0.739
C 1.1706 1.9203 -8.1328 -0.065
C 2.8810 3.8704 -3.7602 -0.136
O 7.8056 3.0879 -3.0568 0.027
H -0.6398 0.0861 -6.9327 0.107
H -2.6060 2.5590 4.1977 0.058
C -1.2642 0.5724 1.2508 -0.350
C 2.1787 5.5016 -2.1792 -0.488
C 0.0062 -1.0963 5.3927 -0.193
H -2.3812 -4.6733 -6.6936 0.125
H 0.3508 -2.1127 5.6070 0.119
H 1.5306 -1.4742 7.4305 0.127
H 4.0908 -3.0270 8.6570 0.069
C -0.2932 2.0868 -7.7273 -0.137
C 1.9931 -0.5990 6.9516 -0.224
C -1.8450 -2.9847 0.1436 -0.154
H -1.1459 1.3891 -5.8362 0.119
H -0.2826 -1.9361 1.1972 0.121
H -1.0067 1.8926 -8.5239 0.122
H 6.2978 3.3400 -0.1434 0.115
C 0.3933 0.9289 -1.8900 -0.241
H 0.7102 0.8706 6.0087 0.112
H -7.0120 3.0168 3.7552 0.118
H 0.7775 -3.2414 -8.4827 0.129
H -2.7984 -7.9144 -1.3992 0.126
H -0.8787 -0.9369 6.0175 0.124
C 3.3346 5.2717 -4.1491 -0.137
C -7.1688 3.5813 4.6753 -0.146
C -1.4179 -6.7858 1.1861 -0.507
H 0.5395 -0.8544 3.3248 0.115
H -6.7109 5.6179 5.3246 0.129
H -1.3196 2.2988 0.2361 0.147
C 7.4918 1.7652 -1.1372 -0.074
H -1.6411 -4.9030 -8.2873 0.134
H -1.3878 0.7939 4.4715 0.117
H -2.3569 -4.3302 1.7564 0.103
C -1.9656 -2.8673 -7.7781 -0.485
N -0.9723 1.3519 0.1368 0.064
H -6.5906 1.7447 5.7504 0.125
H -0.2818 1.0386 -3.6099 0.038
C -0.4101 1.0910 -6.5810 -0.146
C -2.3477 -7.7629 1.8768 -0.068
H -0.3110 -3.9343 -5.7163 0.115
O 0.8964 1.0687 -5.9560 -0.011
C -2.7922 -3.4777 1.2344 -0.200
H -0.8653 4.2411 2.3264 0.108
H -4.1677 -1.3643 0.3096 0.034
O -5.0225 4.4502 5.1385 0.005
C 4.4082 -2.7372 7.6546 -0.066
H 1.7964 -0.0058 4.9312 0.112
C 6.4803 2.9073 -1.1250 -0.159
H 4.0021 -0.7157 8.3389 0.112
H 0.3222 1.9732 3.6676 0.129
H 0.3850 -5.0531 -6.8883 0.117
H -2.3855 -2.8844 -0.8014 0.116
C 4.2482 -1.2309 7.4037 -0.258
C -1.3687 0.1099 3.6238 -0.095
O -0.8221 -2.1299 -7.8084 -0.011
H 1.6302 2.8294 -8.5094 0.128
N -1.9519 -0.6423 1.0545 -0.175
H 0.4964 2.3628 1.9672 0.113
H -7.0212 3.1023 6.8081 0.135
H 3.6947 3.3455 -3.2556 0.110
H -1.0839 -3.7544 -0.0123 0.118
C 7.1075 3.8957 -2.1005 -0.156
H 1.3098 1.1201 -8.8616 0.135
C 0.3952 1.2763 -0.4183 -0.164
H -0.4610 3.1002 -7.3597 0.118
H -2.3293 -9.3799 0.4495 0.121
C -0.2345 2.1700 2.7488 -0.096
O 3.1153 6.0727 -2.9702 0.031
H -3.0539 -2.7074 1.9639 0.104
H 4.3850 5.3164 -4.4230 0.124
C 8.0950 1.8690 -2.5300 -0.484
O -0.5402 -6.1249 1.6669 0.103
H 6.3657 4.5032 -2.6146 0.114
C -1.6326 -4.2930 -7.3826 -0.072
O 8.7353 1.0543 -3.1189 0.134
H -3.0940 -7.1871 2.4280 0.132
C -2.9130 -7.4897 -0.4058 -0.141
C 0.3212 -2.9614 -7.5317 -0.149
H 0.9975 0.5483 0.1320 0.124
H 0.8006 4.2934 -3.2757 0.134
H 7.8242 4.5602 -1.6139 0.130
H 2.7400 5.6866 -4.9650 0.129
C -1.1257 3.3783 2.9307 -0.127
H 7.0565 0.7806 -0.9933 0.122
C 1.8381 1.4966 -6.8402 -0.494
H -1.7908 -8.3835 2.5728 0.129
O -3.9114 1.0313 0.6129 -0.371
H -3.7824 -6.8295 -0.3969 0.124
H 3.8190 -3.2840 6.9170 0.076
C -2.9624 -8.5307 0.7075 -0.142
N -0.9698 0.9234 2.4531 0.053
H 5.4495 -3.0433 7.5429 0.070
H -8.2323 3.7860 4.7692 0.118
H -3.9673 -8.9015 0.8931 0.119
H 2.1050 0.1839 7.7111 0.123
O -4.1919 2.8195 6.4257 0.107
H 1.2306 0.3233 -2.2545 0.123
O -1.7432 -6.6924 -0.1216 0.014
H -2.5970 4.3924 4.0138 0.074
H 5.1844 -0.7987 7.0439 0.116
C -6.5633 2.8252 5.8570 -0.072
H 0.8814 2.2498 -0.2972 0.111
O -3.0265 -2.3938 -8.0478 0.133
H -0.8085 -1.9779 3.5958 0.107
C 1.7619 4.1686 -2.7737 -0.079
H -0.5995 -1.3363 -0.4323 0.109
C -0.2345 -4.1661 -6.7797 -0.149
F -3.9875 -3.9077 0.6521 -0.067
H 8.2914 1.9104 -0.4092 0.132
H 1.0351 -2.3779 -6.9543 0.123
C -6.3237 4.8493 4.6539 -0.141
C -2.1658 3.4383 3.7413 0.057
C -0.3699 -1.0283 3.9104 -0.163
C -5.1292 3.3141 5.8680 -0.495
```

Values from the calculation:
Orbital gap = 8.41 eV
LUMO energy = -3.180 eV
F_max = 0.6 eV Å⁻¹
Molar mass = 879.98 g mol⁻¹
Electronic energy = -89224.6728 eV
HOMO = -11.590 eV
Net charge = +1


(4)
Entry from OMol25: the ion C3H11N2 with charge +1 (ωB97M-V/def2-TZVPD).

The geometry in XYZ format:
```
16
Properties=species:S:1:pos:R:3:lowdin_charge:R:1
H 0.3393 2.1892 0.3434 0.119
H -0.0682 -2.4733 0.5956 0.159
H 0.7191 -0.8227 0.7246 0.098
N -0.2046 -1.4670 0.6230 0.111
H 0.7406 1.5399 -1.2575 0.118
H -0.6950 -1.2299 1.4803 0.153
C -0.8636 -0.8926 -0.5873 -0.144
H -1.5777 1.1589 -1.0224 0.126
N 1.4884 0.4264 0.3731 0.008
C 0.4102 1.2896 -0.2581 -0.181
H -1.8529 -1.3318 -0.6638 0.132
H -1.4793 0.7897 0.6386 0.119
H 1.9863 0.9739 1.0629 0.108
C -0.9710 0.6010 -0.3139 -0.170
H -0.1794 -1.0448 -1.4105 0.133
H 2.2079 0.2936 -0.3280 0.109
```

Values from the calculation:
Orbital gap = 11.97 eV
LUMO energy = -3.025 eV
F_max = 1.3 eV Å⁻¹
Molar mass = 75.13 g mol⁻¹
SMILES = NCCC[NH3+]
Electronic energy = -6263.3379 eV
HOMO = -15.000 eV
Energy relative to the best compared isomer or geometry (same formula, charge and spin) = 0.244 eV
Net charge = +1


(5)
Entry from OMol25: a structure of composition C2H9NO2 (ωB97M-V/def2-TZVPD).

The geometry in XYZ format:
```
14
Properties=species:S:1:pos:R:3:lowdin_charge:R:1
H -0.7555 -0.9675 0.6141 0.054
H 0.8314 1.3059 0.8353 0.121
N -1.2583 -0.9488 -0.4769 0.008
C 0.4553 -0.7437 0.3871 -0.089
H -1.1088 -1.9040 -0.7976 0.037
H 0.4326 0.9663 -0.9202 0.106
H 2.6744 0.2319 -0.9425 0.075
H 0.8188 -1.4955 -0.3315 0.102
H -1.6904 0.3759 -0.1841 -0.054
H -2.7304 1.5779 0.3935 0.009
O -1.8170 1.3183 0.2744 -0.160
C 0.9317 0.6432 -0.0301 -0.253
O 2.3882 0.7343 -0.1721 -0.080
H 0.8279 -1.0942 1.3508 0.127
```

Values from the calculation:
Orbital gap = 9.83 eV
LUMO energy = -0.034 eV
F_max = 4.1 eV Å⁻¹
Molar mass = 79.10 g mol⁻¹
Electronic energy = -7800.1768 eV
HOMO = -9.859 eV
Energy relative to the best compared isomer or geometry (same formula, charge and spin) = 4.549 eV


(6)
Entry from OMol25: an isolated molecule of C2H3NO2 (ωB97M-V/def2-TZVPD).

The geometry in XYZ format:
```
8
Properties=species:S:1:pos:R:3:lowdin_charge:R:1
H -1.2512 0.7339 1.1783 0.149
H -0.6550 0.2290 -1.4676 0.143
N 0.1010 -0.8171 0.2960 0.180
O -1.3592 1.0596 0.2339 0.044
O 2.6394 0.1775 -0.0409 -0.262
C -0.4633 0.3148 -0.4279 -0.304
C 0.9819 0.0662 -0.0583 -0.064
H 0.0064 -1.7638 0.2865 0.115
```

Values from the calculation:
Orbital gap = 9.56 eV
LUMO energy = 0.096 eV
F_max = 8.9 eV Å⁻¹
Molar mass = 73.05 g mol⁻¹
SMILES = O=C1N[C@H]1O
Electronic energy = -7701.9903 eV
HOMO = -9.463 eV
Energy relative to the best compared isomer or geometry (same formula, charge and spin) = 5.853 eV


> The highest F_max belongs to which entry?

C2H3NO2


> electronic energy of number 5 (C2H9NO2)?

-7800.1768 eV


> Look up the electronic energy of the fifth one.

-7800.1768 eV